C3H6OS2 | ωB97M-V with the def2-TZVPD basis set

Element x y z (Å)
H -2.9910 -0.6252 0.6975
C -2.0353 -0.1447 0.3072
S -1.2490 -1.5441 -0.4371
C 0.3806 -1.0738 -0.2053
C 1.7138 0.9714 -0.2363
H 2.3126 0.6677 -1.1164
H 2.1680 0.5731 0.7078
O 0.5015 0.2453 -0.2928
H 1.2522 1.9655 -0.2095
H -1.5027 0.2518 1.1831
H -2.3230 0.6811 -0.4572
S 1.7725 -1.9680 0.0590

Calculated values
Energy above the lowest of the compared OMol25 structures with the same formula, charge and spin = 1.500 eV
Calculated total energy = -26924.943 eV

C9H15O2P | ωB97M-V with the def2-TZVPD basis set

Element x y z (Å)
H 2.8175 1.0668 0.1246
H -1.1087 1.6465 -1.8463
H -3.6452 -2.1734 2.1268
O 2.1753 -1.0172 -1.4131
H -2.5660 1.3749 0.5863
C -1.5243 1.2101 0.4313
C 1.8084 -0.3215 1.0381
H -2.2558 -2.8875 1.2322
H -0.1571 0.2013 1.9042
C -1.1628 0.0994 1.4064
C -2.7249 -1.9725 1.6568
H -1.8932 -0.4865 -2.5923
H -3.0404 0.2949 -1.4816
H -2.1798 -1.2921 -1.0265
H -0.8548 2.0345 0.5717
C 1.9228 -1.1975 2.1173
H 1.9734 -0.9290 -2.3461
P 0.9380 -0.9838 -0.4207
O 0.2500 0.3954 -1.0627
C -2.1264 -0.3111 -1.5165
H 1.6114 -2.1866 1.9411
H 2.4639 -1.0210 2.9483
C -1.1386 0.7644 -1.0455
H 1.4020 1.7696 0.9756
C 2.2823 1.0902 1.0453
H 2.7995 1.3292 1.9422
C -1.8869 -0.9991 1.5290

Calculated values
Energy above the lowest of the compared OMol25 structures with the same formula, charge and spin = 1.902 eV
Calculated total energy = -22956.902 eV

C35H72N2O13P2S | ωB97M-V with the def2-TZVPD basis set

Element x y z (Å)
P -2.3548 -1.7165 -4.6213
H -0.1300 4.1116 -5.5766
C 1.2562 1.3514 -0.3501
H -4.4548 -5.2546 7.3882
O 0.9104 5.7189 -2.3745
H -0.4668 -0.6074 4.0518
C -3.4373 -6.1576 1.1303
H 1.1710 -1.0397 3.5126
C 7.6878 -5.3048 8.8015
H -0.2034 -2.6229 -5.1632
H -6.8101 4.6440 -9.2013
C 3.3704 3.4881 4.7057
H 8.3059 -4.5970 9.3594
C -4.4963 -5.1093 0.9170
H -3.7747 4.6375 -8.0918
H -3.0629 -6.0914 2.1574
H -5.6398 -5.9831 -0.6666
H 8.3030 -6.1152 8.4023
H 0.3435 0.9986 -8.1537
H -5.9525 -4.3344 7.6530
C -5.2827 -4.7388 6.8900
H -5.1882 -2.0175 4.7077
H 2.4700 -4.5402 8.6750
C -0.1588 1.8449 -5.9881
H -0.3140 -0.3450 -6.3559
O -3.5284 -3.3961 5.9839
C 0.5320 1.9461 -7.4781
O 5.4250 -5.7080 9.4482
C -0.1710 0.3096 -5.3775
H 4.5766 -4.7534 7.0194
O 2.2025 3.0313 2.6738
S -1.4256 0.5498 -2.8201
P 2.4429 2.1933 -7.4389
O 3.0542 1.9389 -8.9083
C -0.3229 7.7625 -2.3124
H 3.4307 4.5083 5.0929
H 2.1573 2.3891 -4.3801
C -5.7250 -2.7865 5.2734
C 3.9057 -4.4343 6.2178
C -5.6666 5.5178 -7.6177
O -2.4083 2.6579 -7.2994
H -1.3772 -3.6461 4.6702
H 0.5204 -1.7709 4.9965
H -0.7112 7.3487 -1.3755
H -2.6044 -5.9895 0.4429
H -6.4146 -2.2950 5.9643
H -2.8731 1.6155 -4.6909
H -5.0333 3.4747 -7.5582
C 1.8422 1.5905 -1.8799
H 6.1870 -6.9826 11.4678
H -1.8412 -4.0162 2.9946
C 6.6185 -5.8683 9.6986
H 0.0982 2.9440 -7.9697
C -4.7363 -3.6202 6.0438
H -3.8630 -7.1524 0.9765
H 5.2294 3.6364 2.5534
H 1.7896 4.2548 -4.2209
O 2.7034 3.8965 -7.1162
H 0.1729 1.7984 -0.2395
C 1.8891 -4.2302 7.8028
H -4.3812 -4.8203 -1.2001
C 1.3548 -0.2154 0.1590
H 4.3867 5.2157 2.6827
H 0.3216 -0.4426 0.7067
O 0.2522 -2.9294 2.1455
H 1.6622 3.8818 -1.8807
H -1.8675 1.8659 -2.6018
N -2.5361 0.9491 -5.4485
H 1.3803 -5.0897 7.3592
H 7.2183 -4.7765 7.9649
C 2.7955 -3.5909 6.7851
H -4.2332 4.5356 -6.3773
H 2.2172 -0.3449 0.9703
C 7.0658 -6.6353 10.9141
H 7.6562 -5.9868 11.5662
C -1.5533 -3.2137 3.6820
C -0.0462 3.1093 -4.9467
H 1.9796 6.3834 -4.5423
H -7.0535 6.3916 -8.9854
H 1.8763 8.0994 -4.0900
H -0.0369 3.0396 -2.1225
H -1.3497 -3.8419 -4.6902
H -1.0225 3.0681 -4.2612
C 0.6525 6.7905 -2.9204
H 2.9875 1.8773 -1.7739
H 1.6719 0.6780 -2.5944
H 4.2733 2.9290 4.9637
H 0.1810 8.7076 -2.0949
H -5.8132 -5.4566 6.2595
N -1.1952 -2.9418 -5.2299
H 3.4466 4.0440 -6.4608
C 4.2856 4.1653 2.3982
O -4.8243 -4.3401 1.8191
H 0.8046 -0.1251 -4.8983
O -5.9946 6.2869 -6.7157
H -4.5393 -1.5054 -5.3644
H -5.8832 -4.2354 -0.4507
H 2.5078 2.9905 5.1616
C 0.2633 -1.4186 3.9945
C 1.3364 3.1621 -4.0674
H -5.5515 5.8067 -9.7349
C -1.7820 1.9094 -6.3862
C -1.6137 0.0450 -4.6138
H 1.1349 -3.5039 8.1240
H -6.2752 -3.4174 4.5708
H -2.3645 -2.4826 3.7254
O -3.6795 -1.7736 -5.8031
H 4.0293 1.5807 -5.8608
C -4.6076 4.4695 -7.4045
O 2.6350 -2.4240 6.4306
H 4.0253 4.1134 1.3357
C 1.2999 7.1802 -4.2222
H -1.1598 7.9257 -2.9960
H 0.5354 7.3176 -4.9910
C 3.1965 3.5176 3.2108
H 1.9694 1.9764 0.3695
H 1.5304 -0.8805 -0.7894
C 1.1057 2.9843 -2.4358
C -0.2965 -2.5544 3.1806
O 3.2827 1.1154 -6.3595
H 4.4786 -3.8424 5.4961
C -6.3086 5.5888 -8.9774
H 3.4868 -5.3029 5.7036
C -5.1383 -5.0382 -0.4427
H 7.6533 -7.5050 10.6092

Calculated values
Calculated total energy = -96467.472 eV

C7H22N2O7PS | ωB97M-V with the def2-TZVPD basis set

Element x y z (Å)
H -1.4723 -2.2742 -5.0781
H 3.3596 -3.3657 -1.9880
H 2.9666 -2.2133 -4.1173
H -1.8996 3.2404 0.6034
H -2.3283 -0.9773 -4.2014
H -0.1362 -1.4018 2.8025
C 2.3398 -3.2873 -2.3640
H 1.6685 -3.1691 -1.5135
H -2.1506 -1.0602 2.7332
H 0.8985 1.0038 1.9662
H -0.9451 -0.5701 -5.2566
H -0.7119 0.3110 -0.1682
H 0.9917 4.1239 1.2364
C 0.6590 3.8542 2.2317
O -0.8117 -2.5157 -2.3378
O -2.7166 -0.3700 3.1145
C 0.7899 -1.1027 2.3227
O -0.8494 1.0233 4.0349
C -1.3672 -1.3121 -4.5849
N -1.5775 1.2762 1.3773
H 1.2825 0.0052 0.5831
O 0.0404 -0.2164 -2.6577
O -3.0766 2.0812 3.3949
N -0.7548 0.2193 0.8414
H -2.4632 1.2005 0.8697
C 0.5939 0.1189 1.4118
P -2.0968 1.0606 3.0918
C 2.2323 -2.1181 -3.3216
H 2.0741 -4.2178 -2.8631
H 1.1633 -1.9469 1.7598
O 0.9511 -2.0722 -3.9947
H 1.4689 -0.8366 3.1236
S -0.2944 -1.5071 -3.2083
H 0.6465 4.7502 2.8372
H 2.4163 -1.1669 -2.8205
H 1.3233 3.1330 2.7010
H -0.2861 2.5890 0.3397
H -0.1568 1.6519 3.8020
O -0.6935 3.3524 2.2227
C -1.0779 2.7063 1.0743

Calculated values
Energy above the lowest of the compared OMol25 structures with the same formula, charge and spin = 0.000 eV
Calculated total energy = -45046.449 eV
Net charge = +1

Computed highest occupied orbital energy (eV) in order:
-8.7, -8.2, -8.3, -13.6
Computed LUMO level (eV) in order:
0.34, 0.81, 0.05, -2.83